Model i:
Here is the ion C2H3N4 with charge +1 from OMol25. Energies are from ωB97M-V/def2-TZVPD.

CARTESIAN COORDINATES (ANGSTROEM)
1 C -0.82 -0.12 3.22
2 C -0.03 -0.09 1.05
3 N -0.03 -0.31 2.29
4 N -2.29 0.41 1.83
5 N -1.79 0.32 0.79
6 N 0.80 -0.23 0.10
7 H -2.23 0.80 0.02
8 H 1.77 -0.17 0.48
9 H 0.77 -0.39 -0.89

Computed properties:
spin multiplicity: 1
Kohn-Sham gap: 8.34 eV
charge: +1

Model ii:
Here is the ion C2H3N4 with charge +1 from OMol25. Energies are from ωB97M-V/def2-TZVPD.

CARTESIAN COORDINATES (ANGSTROEM)
1 H -0.58 2.10 0.16
2 N 0.14 1.37 0.43
3 C 0.15 0.25 -0.10
4 C 1.02 -0.91 0.33
5 N 2.30 -0.78 0.24
6 N 3.23 -0.05 -0.03
7 N 4.00 0.71 -0.32
8 H -0.19 0.04 -1.07
9 H 0.52 -1.78 0.77

Computed properties:
spin multiplicity: 1
Kohn-Sham gap: 7.73 eV
SMILES: [H]/N=C/C=N\[N+]#N
charge: +1

Least stable: model i

Model i:
Here is a cluster of 2 separate species, C2H8N2S in total from OMol25. Energies are from ωB97M-V/def2-TZVPD.

CARTESIAN COORDINATES (ANGSTROEM)
1 C -1.26 -2.20 -0.78
2 N -1.70 -1.00 -0.05
3 C -0.88 -0.07 0.27
4 N 0.54 0.05 -0.07
5 H -1.50 -2.29 -1.81
6 H -1.67 -3.03 -0.19
7 H -0.15 -2.22 -0.74
8 H -1.15 0.76 0.98
9 H 0.76 0.92 -0.53
10 H 1.06 0.12 0.80
11 S 1.81 3.28 0.19
12 H 1.20 3.05 1.36
13 H 2.93 2.62 0.58

Computed properties:
spin multiplicity: 1
Kohn-Sham gap: 9.87 eV
SMILES: C/N=C\N.S

Model ii:
Here is a cluster of 2 separate species, C2H8N2S in total from OMol25. Energies are from ωB97M-V/def2-TZVPD.

CARTESIAN COORDINATES (ANGSTROEM)
1 H -0.20 2.55 -0.36
2 N -0.03 1.64 0.04
3 C 1.21 1.54 0.34
4 N 1.73 0.44 0.95
5 H 1.95 2.28 0.01
6 H 2.32 0.58 1.75
7 H 0.99 -0.24 1.13
8 C -1.45 -1.92 -0.87
9 S -1.41 -0.85 0.61
10 H -1.08 -1.36 -1.71
11 H -2.46 -2.27 -1.11
12 H -0.80 -2.78 -0.77
13 H -0.78 0.41 -0.01

Computed properties:
spin multiplicity: 1
Kohn-Sham gap: 8.68 eV
SMILES: [H]/N=C/N.CS

Model iii:
Here is a structure of composition C2H8N2S from OMol25. Energies are from ωB97M-V/def2-TZVPD.

CARTESIAN COORDINATES (ANGSTROEM)
1 C -1.80 0.81 -0.05
2 C -0.38 0.95 0.59
3 N 2.29 -1.26 -1.24
4 N 0.33 -0.80 0.48
5 S 2.07 -0.87 0.39
6 H -2.43 0.38 0.83
7 H -2.14 1.77 -0.32
8 H -1.80 0.14 -1.02
9 H 0.43 1.66 0.26
10 H -0.41 1.06 1.67
11 H 2.00 -0.39 -1.66
12 H 1.88 -2.20 -1.33
13 H -0.04 -1.24 1.41

Computed properties:
spin multiplicity: 1
Kohn-Sham gap: 9.25 eV

Least stable: model iii

Model i:
Here is a cluster of 2 separate species, C2H8N2S in total from OMol25. Energies are from ωB97M-V/def2-TZVPD.

CARTESIAN COORDINATES (ANGSTROEM)
1 C 2.89 -0.70 1.33
2 S 1.60 -1.27 0.24
3 H 3.92 -0.77 0.96
4 H 2.72 0.30 1.72
5 H 2.97 -1.34 2.22
6 N -1.42 0.73 0.29
7 C -1.42 0.41 -0.96
8 N -2.43 0.35 -1.79
9 H -2.26 0.86 0.84
10 H -0.52 0.69 0.78
11 H -0.44 0.27 -1.41
12 H -2.25 0.12 -2.76
13 H -3.38 0.36 -1.45

Computed properties:
spin multiplicity: 1
Kohn-Sham gap: 5.27 eV

Model ii:
Here is a cluster of 2 separate species, C2H8N2S in total from OMol25. Energies are from ωB97M-V/def2-TZVPD.

CARTESIAN COORDINATES (ANGSTROEM)
1 N -2.49 -0.50 -1.24
2 C -1.17 -0.54 -0.78
3 C -0.75 -1.22 0.27
4 N 0.65 -1.20 0.61
5 H -2.63 0.16 -1.98
6 H -3.18 -0.36 -0.51
7 H -0.45 0.02 -1.37
8 H -1.42 -1.78 0.93
9 H 0.82 -1.47 1.58
10 H 1.19 -1.83 0.02
11 S 1.67 1.61 0.41
12 H 0.49 2.15 0.16
13 H 1.14 0.22 0.50

Computed properties:
spin multiplicity: 1
Kohn-Sham gap: 9.23 eV
SMILES: N/C=C/N.S

Least stable: model i

Model i:
Here is a cluster of 2 separate species, C12H17N in total from OMol25. Energies are from ωB97M-V/def2-TZVPD.

CARTESIAN COORDINATES (ANGSTROEM)
1 C -0.63 1.47 -2.39
2 C -1.46 1.35 -3.65
3 H 0.43 1.26 -2.56
4 H -0.56 2.42 -1.81
5 H -1.10 0.75 -1.76
6 H -1.07 0.52 -4.28
7 H -1.37 2.29 -4.21
8 H -2.52 1.16 -3.52
9 C -0.94 -0.26 2.81
10 C -1.70 -1.48 3.40
11 C -0.43 -0.55 1.44
12 C -1.22 -0.94 0.35
13 C 0.89 -0.23 1.02
14 C 0.92 -0.82 -0.27
15 C 1.88 0.62 1.47
16 C 2.04 -0.82 -1.09
17 C 2.97 0.71 0.62
18 C 3.08 0.05 -0.61
19 N -0.35 -1.31 -0.65
20 H -1.66 0.59 2.85
21 H -0.13 0.25 3.41
22 H -1.56 -1.66 4.46
23 H -2.22 -0.75 0.08
24 H -0.46 -1.92 -1.44
25 H 1.73 0.90 2.46
26 H 1.95 -1.32 -2.09
27 H 3.87 1.22 0.95
28 H 3.91 0.18 -1.27
29 H -1.56 -2.53 2.93
30 H -2.73 -1.15 3.36

Computed properties:
spin multiplicity: 2
Kohn-Sham gap (alpha / beta): 8.96 / 6.39 eV
charge: +1

Model ii:
Here is a cluster of 2 separate species, C12H17N in total from OMol25. Energies are from ωB97M-V/def2-TZVPD.

CARTESIAN COORDINATES (ANGSTROEM)
1 C -0.22 -4.16 1.07
2 C -0.85 -3.69 2.39
3 C 1.23 -3.68 0.94
4 H -0.81 -3.72 0.27
5 H -0.23 -5.24 1.00
6 H -1.71 -4.33 2.56
7 H -0.19 -3.90 3.24
8 H 1.44 -2.79 1.55
9 H 1.55 -3.49 -0.08
10 H -1.20 -2.67 2.32
11 H 1.88 -4.41 1.43
12 C 1.59 3.61 -2.62
13 C 0.25 2.24 -0.81
14 C 0.40 3.11 -1.88
15 C -1.13 2.12 -0.50
16 C -0.93 3.53 -2.20
17 C 0.68 0.51 0.81
18 C -0.70 0.26 0.89
19 C 1.16 1.53 0.04
20 C -1.63 1.14 0.31
21 N -1.81 3.05 -1.31
22 H 1.37 -0.05 1.42
23 H -1.12 -0.43 1.60
24 H 2.16 1.92 0.11
25 H -2.70 0.99 0.34
26 H 2.54 3.26 -2.26
27 H 1.54 4.69 -2.58
28 H -1.27 4.28 -2.88
29 H -2.80 2.97 -1.49
30 H 1.49 3.36 -3.68

Computed properties:
spin multiplicity: 2
Kohn-Sham gap (alpha / beta): 9.05 / 6.71 eV
charge: +1

Least stable: model i